(1)
Here is an isolated molecule of C5H11N3 at a distorted geometry from the OMol25 dataset. Energies are from the ωB97M-V functional and the def2-TZVPD basis.

The geometry in XYZ format:
```
19
Properties=species:S:1:pos:R:3
C 0.21 1.45 1.82
C -1.78 0.69 0.32
C 0.68 -1.10 1.13
C -0.27 1.11 0.57
C 0.72 0.05 0.16
N 0.59 1.88 2.81
N 0.64 0.40 -2.22
N 0.39 -0.54 -1.17
H -2.26 0.04 1.11
H -2.31 1.60 0.25
H -1.87 0.28 -0.66
H -0.23 -1.76 0.87
H 0.66 -0.79 2.19
H 1.47 -1.77 0.98
H -0.07 2.01 0.06
H 1.69 0.45 0.15
H 0.20 1.29 -1.85
H 1.64 0.52 -2.04
H 0.69 -1.47 -1.43
```

Output
- Electronic energy: -9831.365 eV
- Max |F|: 3.76 eV/A
- Relative energy (zero: lowest compared OMol25 entry of this formula, charge and spin): 245.2 kJ/mol
- SMILES string: C[C@@H](C#N)[C@@H](C)NN

=====

(2)
Here is an isolated molecule of C5H11N3 at a distorted geometry from the OMol25 dataset. Energies are from the ωB97M-V functional and the def2-TZVPD basis.

The geometry in XYZ format:
```
19
Properties=species:S:1:pos:R:3
C -0.16 1.14 1.30
C 0.41 0.27 0.27
C 1.31 0.94 -0.80
C -0.12 0.46 -0.97
C -1.37 -1.46 0.65
H -0.55 2.19 1.01
H -0.91 0.37 1.91
H 0.92 1.45 1.69
H 1.56 2.08 -0.44
H 2.16 0.38 -1.25
H -0.99 1.26 -0.64
H 0.21 -0.31 -2.80
H -0.33 -1.49 -1.53
H 1.61 -1.04 1.11
H -2.25 -2.08 0.84
H -1.54 -0.63 -0.13
N -0.57 -0.56 -1.98
N 0.82 -1.13 0.61
N -0.21 -1.81 1.14
```

Output
- Electronic energy: -9827.490 eV
- Max |F|: 7.06 eV/A
- Relative energy (zero: lowest compared OMol25 entry of this formula, charge and spin): 619.1 kJ/mol
- SMILES string: C=NN[C@@]1(C)C[C@H]1N

=====

(3)
Here is a cluster of 2 separate species, C5H11N3 in total at a distorted geometry from the OMol25 dataset. Energies are from the ωB97M-V functional and the def2-TZVPD basis.

The geometry in XYZ format:
```
19
Properties=species:S:1:pos:R:3
C -0.13 -0.86 1.08
C 0.38 0.57 -3.56
C 1.43 1.49 -3.25
C -1.12 0.68 2.64
C -1.08 -0.76 2.09
N 0.43 -0.83 -0.06
N 0.16 -1.53 2.41
N -0.40 -0.28 -3.68
H 2.37 0.92 -3.37
H 1.48 2.43 -3.94
H 1.31 1.79 -2.18
H -2.03 1.09 2.53
H -0.54 1.30 2.02
H -0.83 0.90 3.62
H -2.06 -1.32 1.97
H 0.02 -2.52 2.45
H 0.61 -1.19 3.21
H -1.34 -0.59 -3.93
H 1.34 -1.31 -0.08
```

Output
- Charge: +2
- Electronic energy: -9813.456 eV
- Max |F|: 4.71 eV/A
- Relative energy (zero: lowest compared OMol25 entry of this formula, charge and spin): 432.9 kJ/mol

=====

(4)
Here is a cluster of 2 separate species, C5H11N3 in total at a distorted geometry from the OMol25 dataset. Energies are from the ωB97M-V functional and the def2-TZVPD basis.

The geometry in XYZ format:
```
19
Properties=species:S:1:pos:R:3
C 1.63 0.74 -0.42
C 3.82 -0.33 -0.06
C 4.90 -0.93 0.31
C 0.33 -0.06 -0.24
C -0.75 1.89 0.28
N 2.73 0.20 -0.13
N -0.94 0.69 -0.03
N -4.67 -0.92 -0.01
H 1.50 1.88 -0.62
H 5.12 -1.95 0.23
H 5.91 -0.56 0.65
H 0.02 -0.82 -1.13
H 0.67 -0.82 0.46
H 0.14 2.47 0.51
H -4.83 -1.41 -0.89
H -1.66 2.43 0.52
H -3.81 -0.38 -0.10
H -4.42 -1.64 0.67
H -5.68 -0.49 0.00
```

Output
- Charge: +2
- Electronic energy: -9812.694 eV
- Max |F|: 3.85 eV/A
- Relative energy (zero: lowest compared OMol25 entry of this formula, charge and spin): 506.5 kJ/mol

=====

(5)
Here is the ion C5H11N3 with charge +2 at a distorted geometry from the OMol25 dataset. Energies are from the ωB97M-V functional and the def2-TZVPD basis.

The geometry in XYZ format:
```
19
Properties=species:S:1:pos:R:3
C 2.59 0.54 -0.09
C 0.31 -0.58 -0.66
C -0.76 0.00 0.23
C -0.79 -0.38 1.62
C -1.67 0.94 -0.35
N 2.35 1.60 0.51
N 1.61 -0.32 -0.69
N -0.17 -1.47 -1.50
H 3.58 0.15 -0.33
H -1.60 -1.12 1.78
H -1.13 0.45 2.25
H 0.12 -0.84 2.00
H -1.24 1.95 -0.25
H -2.62 1.01 0.20
H -1.83 0.82 -1.42
H 3.11 2.17 0.88
H 2.10 -0.91 -1.37
H -1.15 -1.73 -1.54
H 0.42 -1.99 -2.15
```

Output
- Charge: +2
- Electronic energy: -9813.759 eV
- Max |F|: 2.11 eV/A
- Relative energy (zero: lowest compared OMol25 entry of this formula, charge and spin): 403.7 kJ/mol

=====

(6)
Here is a cluster of 2 separate species, C5H11N3O in total at a distorted geometry from the OMol25 dataset. Energies are from the ωB97M-V functional and the def2-TZVPD basis.

The geometry in XYZ format:
```
20
Properties=species:S:1:pos:R:3
C 1.48 1.12 -1.34
C 2.81 1.64 -1.78
C 0.51 2.02 -0.64
N 1.28 -0.27 -1.31
N 1.52 -1.06 -0.53
H 0.08 2.70 -1.39
H 2.63 2.26 -2.67
H 3.25 2.28 -1.01
H 3.50 0.84 -2.05
H -0.33 1.44 -0.22
H 0.97 2.60 0.15
C -3.01 -1.75 1.78
C -1.78 -1.30 1.02
N -0.66 -2.04 1.23
O -1.77 -0.32 0.31
H -0.67 -2.85 1.83
H 0.18 -1.81 0.72
H -3.90 -1.45 1.23
H -3.04 -1.24 2.74
H -3.05 -2.82 1.96
```

Output
- Electronic energy: -11878.529 eV
- Max |F|: 3.98 eV/A
- Relative energy (zero: lowest compared OMol25 entry of this formula, charge and spin): 312.8 kJ/mol

=====

(7)
Here is a cluster of 2 separate species, C5H11N3O2 in total at a distorted geometry from the OMol25 dataset. Energies are from the ωB97M-V functional and the def2-TZVPD basis.

The geometry in XYZ format:
```
21
Properties=species:S:1:pos:R:3
C 2.21 0.94 0.08
C 2.58 0.52 -1.31
C 0.73 0.97 -0.09
C 1.52 -0.42 -1.71
C -2.90 -0.19 2.46
N -1.92 -0.99 -0.69
N 0.33 0.12 -0.92
N -1.85 -0.55 0.47
O -2.74 -1.67 -1.27
O -3.03 -0.74 1.19
H 2.66 0.20 0.78
H 2.70 1.84 0.49
H 2.57 1.43 -1.99
H 3.57 -0.04 -1.18
H -0.95 -0.89 -1.23
H 0.17 1.46 0.62
H 1.36 -0.47 -2.82
H 1.77 -1.35 -1.33
H -3.82 0.39 2.81
H -2.00 0.37 2.47
H -2.97 -0.93 3.19
```

Output
- Electronic energy: -13922.433 eV
- Max |F|: 3.40 eV/A
- Relative energy (zero: lowest compared OMol25 entry of this formula, charge and spin): 699.0 kJ/mol
- SMILES string: CO/N=[NH+]\[O-].C1=NCCC1

=====

(8)
Here is an isolated molecule of C5H11N3O2S at a distorted geometry from the OMol25 dataset. Energies are from the ωB97M-V functional and the def2-TZVPD basis.

The geometry in XYZ format:
```
22
Properties=species:S:1:pos:R:3
C 0.90 1.64 0.24
C 0.87 3.16 -0.03
C -1.38 -0.91 -1.28
C -1.88 -1.72 1.04
C -0.88 -1.44 0.05
N -0.21 1.00 0.48
N 2.05 0.86 0.16
N 0.09 -0.54 0.58
O 1.87 -1.27 -1.32
O 2.49 -1.47 1.00
S 1.70 -0.82 0.04
H 0.46 3.24 -1.08
H 1.80 3.53 0.17
H 0.19 3.72 0.71
H -2.35 -1.34 -1.54
H -1.59 0.17 -1.07
H -0.67 -0.98 -2.15
H -2.55 -0.90 1.24
H -1.31 -1.89 1.97
H -2.41 -2.65 0.83
H -0.22 -2.34 -0.27
H 3.04 0.95 0.22
```

Output
- Electronic energy: -24761.292 eV
- Max |F|: 4.70 eV/A
- Relative energy (zero: lowest compared OMol25 entry of this formula, charge and spin): 147.7 kJ/mol
- SMILES string: CC1=NN(C(C)C)S(=O)(=O)N1

=====

(9)
Here is a structure of composition C5H11N3O3 at a distorted geometry from the OMol25 dataset. Energies are from the ωB97M-V functional and the def2-TZVPD basis.

The geometry in XYZ format:
```
22
Properties=species:S:1:pos:R:3
C 1.34 -0.73 0.81
C 0.86 0.16 -0.35
C 0.10 -0.62 -1.40
C -0.84 0.38 -2.09
C -1.04 1.48 -0.98
H 2.64 -2.07 1.39
H 0.42 -1.44 0.80
H 1.62 -0.31 1.88
H 1.63 0.92 -0.68
H -0.31 -1.68 -1.06
H 0.93 -1.02 -2.06
H -0.44 0.70 -3.10
H -1.87 -0.11 -2.26
H -0.43 2.42 -1.31
H -1.97 1.90 -0.77
H -1.61 -1.03 1.97
N -0.21 1.03 0.17
N -0.88 0.76 1.37
N -0.14 0.84 2.56
O 2.64 -1.55 0.54
O -1.88 -0.18 1.14
O -0.55 0.14 3.43
```

Output
- Electronic energy: -15968.302 eV
- Max |F|: 6.21 eV/A
- Relative energy (zero: lowest compared OMol25 entry of this formula, charge and spin): 728.6 kJ/mol

=====

(10)
Here is the ion C5H11N4S2 with charge +1 at a distorted geometry from the OMol25 dataset. Energies are from the ωB97M-V functional and the def2-TZVPD basis.

The geometry in XYZ format:
```
22
Properties=species:S:1:pos:R:3
C -1.00 0.40 -0.82
C 0.84 -0.53 0.68
C -0.54 -0.82 2.61
C -3.47 1.43 -0.95
C 3.60 -0.95 0.22
N -1.29 0.26 0.52
N -0.30 -0.34 1.21
N 0.22 -0.05 -1.17
N 0.74 0.47 -2.29
S -2.01 1.16 -2.05
S 2.08 -1.67 0.74
H -0.24 -0.14 3.35
H -1.54 -1.12 2.57
H 0.12 -1.64 2.62
H -3.72 2.50 -0.94
H -3.06 1.09 -0.02
H -4.40 0.89 -1.27
H 3.72 -0.97 -0.82
H 4.48 -1.48 0.54
H 3.72 0.12 0.50
H 1.47 -0.07 -2.72
H 0.58 1.43 -2.51
```

Output
- Charge: +1
- Electronic energy: -32983.265 eV
- Max |F|: 5.06 eV/A
- Relative energy (zero: lowest compared OMol25 entry of this formula, charge and spin): 211.3 kJ/mol

=====

(11)
Here is a cluster of 2 separate species, C5H11N5S in total at a distorted geometry from the OMol25 dataset. Energies are from the ωB97M-V functional and the def2-TZVPD basis.

The geometry in XYZ format:
```
22
Properties=species:S:1:pos:R:3
C -3.96 -0.15 0.48
C 2.33 0.79 1.33
C 1.45 1.25 -0.81
C 0.64 -1.68 -1.14
C 1.44 -1.05 -0.07
N -3.98 1.20 0.54
N -2.75 1.59 0.25
N -2.67 -0.52 0.19
N -1.97 0.62 0.06
N 1.65 0.23 0.14
S -2.26 -2.13 -0.04
H -4.76 -0.77 0.85
H 3.22 1.44 1.03
H 1.61 1.43 1.88
H 2.75 0.17 2.01
H 0.50 1.94 -0.85
H 2.26 2.01 -0.64
H 1.58 0.87 -1.75
H -0.43 -1.64 -0.74
H 0.85 -2.80 -1.34
H 0.68 -1.02 -2.05
H 1.82 -1.77 0.67
```

Output
- Electronic energy: -23644.592 eV
- Max |F|: 4.60 eV/A
- Relative energy (zero: lowest compared OMol25 entry of this formula, charge and spin): 90.4 kJ/mol

=====

(12)
Here is a cluster of 2 separate species, C5H11NO in total at a distorted geometry from the OMol25 dataset. Energies are from the ωB97M-V functional and the def2-TZVPD basis.

The geometry in XYZ format:
```
18
Properties=species:S:1:pos:R:3
C 0.88 -1.47 0.68
N 1.27 -0.25 0.06
C 0.90 0.00 -1.28
C 0.77 -0.81 -2.36
C 0.53 2.42 -0.50
C 0.78 1.45 -1.48
H 1.65 -1.97 1.29
H 0.06 -1.37 1.43
H 0.47 -2.15 -0.07
H 1.53 0.54 0.60
H 0.46 -1.85 -2.26
H 0.93 -0.33 -3.31
H 0.24 1.99 0.46
H 0.35 3.47 -0.67
H 0.72 1.79 -2.51
H -3.60 -0.37 2.55
H -4.22 -0.27 3.99
O -3.74 -0.83 3.37
```

Output
- Spin multiplicity: 2
- Charge: -1
- <S²>: 0.76
- Electronic energy: -8897.986 eV
- Max |F|: 4.39 eV/A
- Relative energy (zero: lowest compared OMol25 entry of this formula, charge and spin): 209.9 kJ/mol